ORCA calculation (ωB97M-V/def2-TZVPD) on the molecule C5H10N2 in a non-equilibrium geometry.

```
17
Properties=species:S:1:pos:R:3:nbo_charge:R:1
H -0.869 -1.920 1.984 0.171
C -0.306 1.615 -1.405 -0.615
C 1.432 -0.148 -0.496 0.196
H -1.313 -2.824 0.518 0.205
C 0.400 1.148 -0.151 -0.326
C -0.338 0.190 0.677 0.118
C -1.404 -1.863 1.025 -0.433
H -1.081 2.336 -1.148 0.219
N 2.540 -0.443 0.000 -0.636
H -0.116 0.234 1.754 0.156
H 1.146 -0.554 -1.457 0.178
H -0.789 0.784 -1.906 0.234
N -0.932 -0.827 0.155 -0.439
H 2.781 -0.017 0.890 0.338
H -2.467 -1.705 1.227 0.203
H 0.402 2.080 -2.092 0.214
H 0.912 1.916 0.427 0.219
```

Calculated values
- total energy (eV) = -8325.277
- energy above the lowest of the compared OMol25 structures with the same formula, charge and spin (kcal per mole) = 47.41
- SMILES = [H]/N=C\[C@@H](C)/C=N/C